## w
The following is a DFT calculation (wB97M-V/def2-TZVPD) of the ion C4H9O2 with charge -1.

Properties
Total charge ... -1
E_HOMO ... -2.8 eV
SMILES string ... CCCOC[O-]

Structure (XYZ):
```
15
C4H9O2, DFT wB97M-V/def2-TZVPD
O -0.862 0.979 -1.744
C -1.273 1.578 -0.693
H -2.356 1.394 -0.421
H -1.074 2.669 -0.592
C -0.617 -0.259 0.849
O -0.594 1.116 0.668
C 0.791 -0.897 0.796
C 1.448 -0.800 -0.586
H -1.261 -0.754 0.105
H -1.060 -0.499 1.830
H 0.722 -1.947 1.106
H 1.411 -0.306 1.478
H 2.363 -1.393 -0.656
H 1.618 0.255 -0.791
H 0.746 -1.136 -1.350
```



## x
The following is a DFT calculation (wB97M-V/def2-TZVPD) of a cluster of 2 separate species, C4H9O2 in total.

Properties
Total charge ... -1
E_HOMO ... -3.9 eV

Structure (XYZ):
```
15
C4H9O2, DFT wB97M-V/def2-TZVPD
C -1.070 -1.721 0.495
C -1.415 -0.800 1.686
O -1.832 0.346 1.389
O -1.222 -1.313 2.803
H -1.556 -2.699 0.653
H -0.001 -1.911 0.416
H -1.408 -1.353 -0.487
C 1.270 0.973 -1.579
C 0.864 1.393 -0.177
H 0.884 -0.028 -1.785
H 0.869 1.705 -2.282
H 2.355 0.925 -1.705
H 1.173 0.681 0.587
H -0.213 1.447 -0.091
H 1.304 2.354 0.076
```



## y
The following is a DFT calculation (wB97M-V/def2-TZVPD) of the ion C4H9O2 with charge -1.

Properties
Total charge ... -1
E_HOMO ... -3.0 eV
SMILES string ... C[C@@H]([O-])CCO

Structure (XYZ):
```
15
C4H9O2, DFT wB97M-V/def2-TZVPD
C 0.552 1.781 0.098
O -0.072 1.673 1.391
C 0.847 0.353 -0.328
C -0.330 -0.517 0.102
C -0.821 -1.809 -0.608
O -0.126 -0.815 1.451
H -0.263 2.428 -0.607
H 1.498 2.320 0.121
H 1.761 0.046 0.263
H 1.109 0.191 -1.420
H -1.200 0.159 -0.075
H 0.067 -2.488 -0.553
H -1.516 -2.220 0.170
H -1.311 -1.814 -1.562
H -0.192 0.713 1.557
```



Relative energy table, unit kcal/mol: w 42.7; x 0.0; y 57.0